{
  "formula": "H3N2O4",
  "method": "ωB97M-V with the def2-TZVPD basis set",
  "relative_energy_kcal_mol": 25.5,
  "gap_ev": 7.571,
  "e_tot_ha": -412.105805,
  "molar_mass_g_mol": 95.0,
  "total_charge": -1,
  "symbols": ["N", "H", "H", "O", "O", "H", "O", "N", "O"],
  "xyz": [[2.705, -0.234, -0.083], [-0.968, -1.213, 1.299], [-0.868, 0.144, 0.943], [1.370, 0.992, 0.278], [2.573, -0.917, -1.116], [0.142, 1.548, -1.038], [-1.460, -0.378, 1.396], [0.302, 0.779, -0.340], [3.634, -0.096, 0.652]]
}